[1]
Molecular formula: C45H123N9O12
Method: DFT, ωB97M-V with the def2-TZVPD basis set

Properties
Total charge   0
Kohn-Sham gap   9.25 eV

```
189
Properties=species:S:1:pos:R:3:forces:R:3:lowdin_charge:R:1
C -2.4441 -1.8295 4.6237 0.46 -0.12 1.30 -0.09
O -1.3146 -1.9793 3.8025 0.10 0.47 -0.91 -0.22
C -0.0846 -2.1825 4.4480 0.04 -0.34 0.33 -0.22
C 0.5715 -0.9327 4.9932 0.79 0.52 0.67 -0.43
C 1.1227 -0.0321 3.8997 -1.19 0.42 -0.11 -0.06
N 1.7103 -1.2503 5.8762 0.26 -0.93 -0.11 0.04
H -2.3608 -1.0581 5.4049 0.33 0.30 -0.40 0.09
H -2.5400 -2.7419 5.2325 -0.65 -0.13 -0.42 0.09
H -3.2944 -1.5604 4.0044 -0.09 -0.44 -0.02 0.08
H -0.1909 -2.9495 5.2303 -0.11 0.15 0.18 0.13
H 0.6275 -2.6059 3.7295 -0.27 -0.05 -0.26 0.12
H -0.0917 -0.3208 5.6128 -0.34 -0.24 -0.14 0.13
H 1.8440 -0.5469 3.2644 0.25 0.14 0.14 0.08
H 1.4882 0.8801 4.3657 0.63 -0.25 -0.04 0.05
H 0.3112 0.3386 3.2628 0.00 -0.32 -0.16 0.07
H 2.3526 -1.8555 5.3595 0.14 0.40 -0.14 0.07
H 1.4506 -1.8741 6.6397 -0.38 0.35 0.08 0.07
C 1.1479 -7.3001 -2.4358 0.55 0.67 0.45 -0.10
O -0.1172 -6.7232 -2.6607 -0.24 0.21 0.56 -0.19
C -0.1758 -5.7700 -3.6913 0.46 -1.32 -1.55 -0.20
C 0.7295 -4.5585 -3.6136 0.85 1.82 0.41 -0.40
C 0.5654 -3.6645 -2.3892 0.46 -0.09 0.19 -0.03
N 0.5764 -3.7185 -4.8227 -1.38 -0.97 -0.18 0.04
H 1.7039 -6.7130 -1.6955 -0.04 0.02 0.00 0.06
H 1.7709 -7.3155 -3.3363 -0.21 -0.29 -0.18 0.09
H 1.0270 -8.2924 -2.0074 -0.17 -0.11 -0.23 0.09
H 0.1662 -6.3268 -4.5909 -0.05 0.26 -0.14 0.12
H -1.2320 -5.5948 -3.9020 0.05 0.63 0.45 0.14
H 1.7937 -4.8300 -3.6487 -0.20 -0.84 0.50 0.13
H -0.2719 -2.9731 -2.4699 -0.38 -0.44 0.03 0.06
H 1.4421 -3.0148 -2.3095 0.03 -0.08 -0.05 0.05
H 0.5506 -4.2752 -1.4829 -0.26 0.14 0.05 0.06
H 1.2608 -2.9820 -4.9137 0.31 -0.21 0.08 0.08
H 0.5962 -4.3721 -5.5996 0.25 0.58 -0.39 0.09
C 0.2444 3.1691 -0.5182 -0.69 -0.94 -0.29 -0.06
O 0.0894 1.8312 -0.0233 0.87 0.48 0.07 -0.20
C -0.1675 0.9357 -1.0788 -0.86 -0.68 0.28 -0.22
C -0.1001 -0.4971 -0.5449 -0.06 0.11 0.34 -0.39
C -1.1232 -0.7970 0.5392 -0.60 0.68 -0.08 -0.04
N 1.2805 -0.6746 -0.0914 0.35 -0.30 0.54 0.07
H -0.7525 3.4188 -0.8941 0.20 0.72 -0.15 0.08
H 0.9762 3.1965 -1.3310 -0.01 0.00 -0.06 0.09
H 0.5693 3.8423 0.2656 -0.15 -0.10 0.26 0.07
H -1.1822 1.0975 -1.4674 0.01 0.16 -0.16 0.11
H 0.5377 1.0324 -1.9103 0.17 0.17 0.07 0.12
H -0.4030 -1.1319 -1.3826 0.77 -0.16 -0.17 0.11
H -2.1168 -0.7561 0.0792 -0.06 0.12 0.16 0.07
H -1.0579 -0.0312 1.3157 -0.13 -0.11 0.13 0.07
H -1.0579 -1.7833 1.0006 0.41 -0.04 -0.13 0.07
H 1.5139 0.1338 0.4847 -0.09 0.22 -0.33 0.06
H 1.3765 -1.4201 0.5949 -0.32 -0.33 -0.40 0.05
C 7.3274 0.1070 -2.4179 -0.37 0.32 0.20 -0.10
O 6.0607 0.5069 -2.9332 0.57 -0.65 -0.02 -0.22
C 5.3989 -0.6304 -3.4582 -0.84 -0.27 -0.24 -0.20
C 4.5073 -1.3657 -2.4408 0.10 -0.04 1.01 -0.44
C 4.5366 -2.8607 -2.7239 0.55 -0.18 -0.45 -0.06
N 3.1370 -0.8776 -2.4483 -0.24 0.05 -0.37 0.05
H 7.7614 0.9870 -1.9476 0.18 -0.03 -0.04 0.08
H 7.9743 -0.2797 -3.2082 0.06 0.15 -0.11 0.09
H 7.2233 -0.6809 -1.6668 -0.06 0.00 0.10 0.09
H 4.7383 -0.3292 -4.2758 0.06 0.29 0.07 0.13
H 6.1284 -1.3180 -3.8987 0.12 -0.02 0.14 0.11
H 4.9182 -1.1769 -1.4338 0.36 -0.15 -0.12 0.13
H 3.8253 -3.5235 -2.2289 -0.39 0.53 0.17 0.05
H 5.5114 -3.2649 -2.4346 0.09 0.08 -0.29 0.08
H 4.4065 -2.9707 -3.8057 0.01 -0.34 0.04 0.08
H 2.5918 -1.4107 -1.7794 0.00 0.01 0.01 0.01
H 3.0932 0.0512 -2.0414 0.13 0.16 -0.31 0.04
C 6.9769 5.4587 -1.5840 1.24 -0.40 0.51 -0.10
O 5.6502 5.0923 -1.3595 -0.55 0.20 -0.53 -0.23
C 5.4127 4.0200 -0.4871 -0.42 -0.94 0.36 -0.20
C 4.1509 3.2662 -0.9949 0.63 1.34 -1.02 -0.43
C 3.7781 2.0908 -0.1300 0.29 0.06 -0.24 -0.04
N 4.3762 2.8516 -2.3901 0.56 -0.57 0.52 0.06
H 7.0401 6.3372 -2.2202 -0.33 0.07 0.09 0.09
H 7.5689 4.6617 -2.0586 -0.36 -0.12 -0.18 0.09
H 7.5117 5.6432 -0.6423 -0.20 0.32 0.01 0.10
H 6.2331 3.2886 -0.4825 0.17 0.15 -0.16 0.13
H 5.3050 4.3814 0.5442 -0.08 0.08 -0.01 0.12
H 3.3555 4.0188 -1.0610 -0.18 -0.14 0.39 0.12
H 3.6390 2.4420 0.8935 -0.19 -0.33 0.09 0.08
H 4.5736 1.3389 -0.1730 0.11 0.09 0.21 0.08
H 2.8990 1.5874 -0.5293 -0.24 0.22 0.24 0.05
H 5.1882 2.2294 -2.3417 -0.44 -0.29 -0.40 0.04
H 4.7378 3.6297 -2.9336 -0.35 0.25 0.13 0.07
C -2.9535 -6.7952 -0.7385 0.24 -0.29 0.35 -0.10
O -3.3788 -5.5056 -0.3286 0.45 -0.70 -0.10 -0.17
C -2.4191 -4.8369 0.4689 -0.88 0.68 0.21 -0.20
C -2.1616 -5.4772 1.8396 -0.50 1.00 0.22 -0.40
C -3.3997 -5.3384 2.7457 0.46 -1.77 0.86 -0.05
N -1.0570 -4.7803 2.4913 1.03 0.20 -0.43 0.04
H -3.1034 -7.5502 0.0439 -0.13 0.09 0.11 0.08
H -1.8836 -6.8026 -0.9682 -0.08 0.08 -0.30 0.08
H -3.5368 -7.1212 -1.5966 0.02 0.25 -0.12 0.09
H -1.4633 -4.6483 -0.0352 -0.09 -0.22 -0.25 0.11
H -2.9622 -3.8934 0.6067 0.65 0.29 0.28 0.13
H -1.7902 -6.4875 1.6530 -0.51 -0.21 0.31 0.14
H -4.2754 -5.8933 2.4047 -0.14 0.53 -0.31 0.08
H -3.5955 -4.3234 3.0896 -0.18 0.27 -0.80 0.07
H -3.1590 -5.8238 3.7040 0.09 -0.17 -0.11 0.07
H -1.3102 -3.8461 2.7965 -0.09 0.06 -0.09 0.05
H -0.7117 -5.2754 3.3033 -0.20 -0.13 0.04 0.09
C -4.6123 -0.0996 1.4503 0.31 -0.14 -0.40 -0.11
O -5.8237 -0.6493 1.9093 -0.16 0.68 0.12 -0.16
C -6.9594 -0.0954 1.2992 -0.54 -0.32 -0.87 -0.22
C -7.3036 1.3483 1.6407 -0.95 1.18 0.11 -0.42
C -7.8367 1.5032 3.0704 0.99 -1.07 0.97 -0.06
N -8.2753 1.8867 0.6745 -0.53 -0.08 -0.81 0.01
H -3.8643 -0.7211 1.9352 0.41 0.33 -0.16 0.07
H -4.4509 0.9697 1.6195 -0.25 -0.07 0.81 0.05
H -4.4877 -0.1296 0.3583 -0.23 -0.65 -0.06 0.08
H -6.9054 -0.2293 0.2094 0.32 0.36 -0.09 0.12
H -7.8002 -0.7447 1.5605 -0.03 0.13 0.40 0.13
H -6.5036 2.0763 1.4750 0.64 -0.67 0.32 0.12
H -7.4619 0.6894 3.7094 -0.10 -0.18 -0.25 0.07
H -8.9217 1.4314 3.0998 -0.04 0.27 0.00 0.07
H -7.4408 2.3555 3.6254 -0.43 0.48 -0.45 0.07
H -8.6800 2.7531 1.0088 0.34 0.12 0.11 0.07
H -9.0962 1.3203 0.4790 0.30 -0.47 0.25 0.07
C -4.2863 6.1575 -2.0944 -0.07 1.16 0.20 -0.14
O -3.3009 5.2035 -2.3610 -0.22 -0.54 -0.22 -0.20
C -3.7787 4.0198 -3.0128 0.02 0.97 0.05 -0.18
C -4.6911 3.1786 -2.1046 0.30 -0.25 -0.64 -0.43
C -3.9722 2.8112 -0.8376 0.51 0.37 1.16 -0.05
N -5.0696 1.9785 -2.8427 0.34 0.17 -0.33 0.05
H -3.7401 7.0814 -1.8901 -0.09 -0.03 0.23 0.09
H -4.9414 5.9493 -1.2410 0.23 -0.30 0.13 0.08
H -4.9655 6.4232 -2.9167 0.22 -0.52 -0.38 0.09
H -4.2870 4.3583 -3.9243 -0.35 -0.28 0.01 0.12
H -2.8833 3.5080 -3.3644 -0.07 -0.41 0.36 0.12
H -5.5872 3.7675 -1.8788 0.13 0.13 0.23 0.13
H -3.4884 3.6815 -0.3831 -0.12 0.15 -0.20 0.08
H -3.1509 2.0998 -0.9625 -0.21 -0.18 -0.37 0.07
H -4.6304 2.4348 -0.0505 -0.20 -0.18 -0.27 0.05
H -5.2479 1.1817 -2.2516 -0.27 0.06 0.04 0.06
H -5.8458 2.1733 -3.4576 -0.11 -0.33 0.05 0.08
C -2.4873 2.3600 3.1614 -0.13 0.17 0.58 -0.10
O -1.4801 3.3356 3.2998 0.54 -0.10 -0.35 -0.16
C -0.7805 3.2412 4.5075 -0.01 -0.35 1.02 -0.23
C 0.5510 3.9692 4.4921 1.00 0.29 0.24 -0.39
C 1.4893 3.6705 3.3176 -0.34 0.52 0.16 -0.06
N 1.2932 3.6535 5.7858 -1.00 -0.63 -1.44 0.04
H -2.1579 1.3335 3.3749 0.37 0.09 -0.05 0.08
H -2.8472 2.3837 2.1366 -0.12 0.21 0.05 0.07
H -3.2665 2.5884 3.8993 -0.37 -0.13 -0.31 0.10
H -1.3419 3.6211 5.3749 -0.30 0.33 -0.25 0.13
H -0.6514 2.1872 4.8071 0.35 -0.15 -0.46 0.10
H 0.3743 5.0473 4.4813 -0.20 0.00 0.05 0.13
H 2.3638 4.3084 3.4707 0.18 -0.20 -0.02 0.07
H 1.0775 3.9935 2.3636 -0.19 -0.33 -0.07 0.05
H 1.7939 2.6258 3.3047 -0.03 0.01 -0.23 0.06
H 2.2693 3.6948 5.5053 0.14 0.27 0.37 0.06
H 1.1425 2.6406 5.8150 0.21 0.07 0.68 0.05
C 3.5338 -6.1506 0.5492 0.41 0.20 0.58 -0.06
C 2.4911 -5.2968 1.2760 0.07 0.22 -0.48 -0.48
C 2.8072 -3.8048 1.1422 0.29 -0.18 0.09 -0.05
O 1.2306 -5.5118 0.6580 -0.09 -0.53 -0.09 -0.09
H 4.5175 -6.0706 1.0239 -0.12 0.25 0.22 0.08
H 3.7117 -5.8247 -0.4757 -0.42 -0.22 -0.18 0.07
H 3.2825 -7.2055 0.6504 -0.23 0.00 -0.48 0.08
H 2.4684 -5.6640 2.3055 -0.06 0.30 0.23 0.13
H 3.8265 -3.5654 1.4544 0.03 0.00 -0.09 0.08
H 2.1345 -3.1417 1.6901 -0.18 -0.28 0.18 0.05
H 2.6705 -3.5776 0.0835 0.20 0.16 -0.03 0.06
H 0.5120 -5.2340 1.2542 0.01 0.22 0.11 0.04
C -0.3485 -0.2812 -4.6206 0.36 0.83 0.82 -0.07
C -1.7115 -0.8084 -4.2388 -0.86 -0.22 -0.95 -0.50
C -2.7668 -0.1530 -5.1503 0.52 -0.10 -0.06 -0.06
O -1.8482 -2.2117 -4.3966 -0.01 -0.37 0.01 -0.09
H -0.1533 -0.4290 -5.6828 0.11 -0.25 0.04 0.09
H 0.4821 -0.6115 -3.9881 -0.05 -0.54 -0.23 0.06
H -0.3255 0.8014 -4.4494 -0.20 0.04 -0.19 0.08
H -2.0247 -0.5996 -3.2090 0.49 0.28 0.12 0.12
H -2.5793 -0.4327 -6.1905 0.04 -0.22 0.05 0.08
H -2.6760 0.9346 -5.1259 -0.36 0.02 0.31 0.07
H -3.7564 -0.5100 -4.8739 -0.09 0.26 0.01 0.07
H -1.0331 -2.6623 -4.6997 0.03 0.25 0.18 0.03
C 2.1148 7.6157 -0.5105 0.31 -0.63 0.79 -0.05
C 3.2738 7.4925 0.5003 -1.57 -0.88 0.05 -0.49
C 2.9865 6.3196 1.4255 -0.12 -1.45 1.26 -0.08
O 4.4971 7.2968 -0.1524 0.34 0.52 0.08 -0.04
H 1.1770 7.7735 0.0261 0.01 0.37 -0.07 0.08
H 1.9924 6.6276 -0.9643 0.11 0.23 -0.56 0.07
H 2.3360 8.4150 -1.2116 -0.22 -0.12 -0.23 0.08
H 3.2260 8.4046 1.0984 0.89 0.11 -0.10 0.14
H 2.8796 5.3369 0.9423 -0.07 0.35 -0.71 0.06
H 2.0893 6.3601 2.0541 -0.19 0.63 -0.36 0.07
H 3.7479 6.0557 2.1714 0.43 0.75 -0.21 0.08
H 4.4893 6.4424 -0.6187 0.13 0.28 0.06 0.06
```
Positions in Å, forces in eV/Å.


[2]
Molecular formula: C3H12O3
Method: DFT, ωB97M-V with the def2-TZVPD basis set

Properties
Total charge   0
Kohn-Sham gap   10.95 eV

```
18
Properties=species:S:1:pos:R:3:forces:R:3:lowdin_charge:R:1
C -2.8435 1.8127 -0.6719 0.67 -1.10 0.47 -0.11
C -1.7445 0.9404 -0.0054 0.28 0.63 -1.91 -0.24
C -0.3722 1.5960 -0.2106 -1.06 0.30 -0.16 -0.28
O -0.1348 1.6463 -1.6093 0.84 -0.59 -0.44 -0.09
H -2.6730 1.9144 -1.7441 0.41 0.16 0.09 0.06
H -3.7488 1.1978 -0.6496 -0.41 0.89 0.55 0.07
H -2.7973 2.7879 -0.1876 -0.95 0.06 -0.07 0.07
H -1.7015 0.0758 -0.6849 0.07 -0.41 0.84 0.11
H -1.9282 0.6908 1.0357 -0.20 -0.09 -0.01 0.10
H 0.3790 0.9649 0.2696 0.27 0.37 -0.19 0.11
H -0.3652 2.6337 0.1552 0.18 -0.36 0.46 0.12
H -0.4025 2.4699 -2.0183 -0.10 0.13 0.37 0.08
O 1.6697 -3.4444 1.0415 0.64 0.28 0.84 -0.04
H 2.3860 -3.8217 0.5261 -0.15 -0.27 -0.32 0.03
H 0.8681 -3.4597 0.5359 -0.38 -0.08 -0.58 0.03
O 4.4901 -2.8719 1.2269 0.08 -1.61 -1.48 -0.07
H 3.6015 -2.5290 1.3628 0.78 0.87 0.99 0.01
H 5.3172 -2.6040 1.6279 -0.97 0.82 0.55 0.04
```
Positions in Å, forces in eV/Å.


Values of E_tot, in order: -3183.78130, -347.17670, all in Eh.
Values of energy relative to the best compared isomer or geometry (same formula, charge and spin), in order: 104.0, 83.7, all in kJ/mol.
Values of highest occupied orbital energy, in order: -8.776, -10.208, all in eV.